Model A:
CH3N3O2 | wB97M-V/def2-TZVPD

Its multiplicity is 1. Its orbital gap is 8.923 eV. For the HOMO energy, the calculation gives -9.584 eV.

Each atom is followed by the atoms it is bonded to, with distances in Å.
Positions of all 9 atoms, in Å:
1 C -0.25 1.11 0.01  N3 1.205, H8 1.064
2 N 2.10 0.74 0.00  N3 1.212, H9 1.068
3 N 0.96 1.14 -0.01  C1 1.205, N2 1.212
4 N -1.12 -1.35 0.13  O5 1.254, O6 1.218, H7 1.143
5 O -1.61 -1.81 1.19  N4 1.254
6 O -1.05 -2.02 -0.88  N4 1.218
7 H -0.91 -0.22 0.17  N4 1.143
8 H -0.89 1.94 0.19  C1 1.064
9 H 2.75 0.46 -0.80  N2 1.068

Taken from the Mulliken analysis, the atomic charges in e are:
1 C -0.292
2 N -0.746
3 N 0.532
4 N 0.484
5 O -0.476
6 O -0.475
7 H 0.351
8 H 0.322
9 H 0.300

---

Model B:
CH3N3O2 | wB97M-V/def2-TZVPD

The SMILES is c1no[nH]o[nH]1. Its multiplicity is 1. Its orbital gap is 10.120 eV. For the HOMO energy, the calculation gives -9.182 eV.

Each atom is followed by the atoms it is bonded to, with distances in Å.
Positions of all 9 atoms, in Å:
1 C 0.21 1.22 0.14  N2 1.273, N6 1.509, H7 1.138
2 N -1.06 1.11 0.13  C1 1.273, O3 1.303
3 O -1.63 -0.06 0.02  N2 1.303, N4 1.481
4 N -0.69 -1.13 -0.39  O3 1.481, O5 1.365, H8 1.058
5 O 0.33 -1.10 0.51  N4 1.365, N6 1.386
6 N 1.12 0.02 0.29  C1 1.509, O5 1.386, H9 1.113
7 H 0.88 2.14 0.10  C1 1.138
8 H -1.14 -2.09 -0.42  N4 1.058
9 H 1.99 -0.11 -0.38  N6 1.113

Taken from the Mulliken analysis, the atomic charges in e are:
1 C 0.138
2 N -0.234
3 O -0.170
4 N -0.235
5 O -0.242
6 N -0.158
7 H 0.311
8 H 0.309
9 H 0.279

---

Short version: model B is the least stable of them.